The following is a quantum chemistry calculation of a structure of composition C58H64GeN12O2RuS2Sb at a distorted geometry, from the OMol25 dataset.

Structure (XYZ):
```
141
Properties=species:S:1:pos:R:3:forces:R:3:nbo_charge:R:1
N 1.910185 2.222751 2.133040 0.135 -0.173 0.213 -0.61
N 3.218723 -1.086402 6.883661 0.149 0.003 0.215 -0.80
Ru 0.276249 -0.062523 -0.359227 -0.314 0.687 -0.246 1.00
H 7.313545 0.770617 -0.086631 0.023 -0.046 -0.038 0.21
H 4.967362 0.745683 -0.768774 -0.049 -0.130 0.030 0.20
H -0.898681 0.770899 1.725950 0.128 0.238 0.041 0.42
C 2.414692 -1.431261 5.819291 -0.222 0.017 -0.191 0.17
C 4.237459 -2.746850 0.160545 0.119 0.063 -0.063 -0.39
H 2.998168 3.006178 -6.755718 -0.010 0.016 -0.070 0.21
H 3.973569 1.030568 -3.103556 0.059 -0.096 -0.006 0.20
H 2.228200 3.026070 2.653604 0.059 0.068 -0.193 0.42
C 0.715269 -2.120284 3.730517 -0.485 0.052 -0.313 -0.35
C 0.543945 2.023911 2.058180 -0.319 0.133 0.032 0.60
H 1.886565 0.596468 5.365706 -0.055 0.100 0.020 0.19
C -5.645400 -1.299874 1.607401 -0.078 0.030 -0.060 -0.23
C 2.866144 1.257147 1.920463 -0.033 -0.732 0.255 0.50
H 7.022646 4.941999 0.749395 -0.006 0.078 0.007 0.21
H 1.286078 0.361478 -3.850438 -0.156 0.122 0.063 0.19
H 3.466718 0.769123 3.801535 -0.025 -0.028 -0.139 0.39
C 1.788287 5.140030 0.509988 0.222 -0.033 -0.005 -0.22
Sb -3.001223 -1.386627 0.043598 -1.286 0.319 -0.307 1.41
C 6.562536 4.016199 0.433016 0.204 0.100 0.076 -0.21
H 4.666163 4.915877 0.068418 -0.009 0.137 0.053 0.21
H -2.265230 2.543141 2.763902 -0.021 -0.051 0.054 0.18
H -1.730664 0.059168 -4.249367 -0.009 0.034 -0.027 0.23
H 4.624953 0.557668 2.621241 0.096 0.132 -0.020 0.38
H -0.576319 -5.643636 -3.711350 -0.026 -0.012 -0.004 0.22
C -4.338207 -0.835502 1.666397 0.488 -0.175 -0.291 -0.36
H -0.600642 0.825162 -5.393724 -0.033 0.009 -0.043 0.22
C 3.468011 1.833612 -3.625864 0.074 -0.016 0.190 -0.22
C -4.805494 -5.309206 1.131294 -0.110 -0.128 0.075 -0.23
H -5.975575 -1.872799 0.749987 -0.061 0.005 -0.011 0.22
H -0.648588 3.530119 4.436497 0.070 -0.008 0.047 0.19
N -0.434582 -2.290719 -4.121842 -0.026 -0.063 -0.085 -0.45
H -6.365024 2.109937 -1.728920 -0.042 0.115 0.011 0.21
H -1.141465 6.824382 0.539316 -0.035 0.019 0.031 0.21
C -5.243278 -1.521719 -2.272902 0.053 -0.205 -0.031 -0.27
C 2.925898 2.941744 -5.679392 -0.036 -0.010 -0.083 -0.21
C -0.704684 0.060321 -4.624983 0.326 -0.059 0.132 -0.42
H -1.033387 -1.610818 -5.976510 0.098 0.011 0.059 0.20
C 4.611973 2.816524 -0.340681 -0.710 0.053 -0.093 -0.41
H -4.472981 0.708717 4.671857 -0.002 0.039 0.039 0.20
H -7.545029 -1.407943 2.582770 -0.015 -0.019 0.016 0.21
C 1.334450 -3.114267 4.465416 -0.020 -0.045 0.049 -0.11
C 0.015404 3.856742 3.626533 -0.024 0.045 0.010 -0.40
H -3.236980 -3.720100 -2.001214 -0.033 -0.044 -0.066 0.21
H -1.808141 4.863696 -0.810939 -0.097 -0.040 -0.048 0.22
H 0.737310 -4.521777 -1.992603 -0.040 -0.022 0.004 0.18
C 2.277198 0.771508 -0.414803 -0.094 0.362 -0.682 -0.71
H 2.732017 0.135316 -1.184194 -0.021 0.208 0.192 0.23
C 2.181955 -2.774537 5.501576 -0.032 0.054 -0.016 -0.29
C 1.755552 -0.442206 5.085738 0.039 -0.135 0.107 -0.27
C -5.046632 0.547648 -1.117616 0.060 0.213 0.089 -0.26
H 0.674030 -1.273543 -5.602726 -0.102 -0.046 -0.029 0.17
H 4.127245 1.170935 -5.546526 0.041 -0.040 -0.063 0.21
C 6.728970 1.679785 -0.036012 0.165 -0.087 0.021 -0.21
N 2.433206 -2.757705 1.716790 0.617 -0.362 -0.091 -0.53
H -0.172055 3.109220 -1.332279 -0.086 0.044 -0.102 0.23
C 5.398146 1.669327 -0.406505 -0.135 -0.144 -0.077 -0.22
C -4.620313 -0.758831 -1.303257 0.550 -0.290 0.204 -0.28
H 3.426498 -0.375263 0.905397 -0.073 0.080 0.020 0.42
C -4.811104 0.152120 3.807427 0.025 0.172 0.126 -0.16
H 1.563770 4.552102 -3.038872 -0.065 0.050 -0.034 0.21
C -0.231121 -3.670976 -4.510968 -0.064 -0.305 0.087 -0.20
C 1.442176 4.067552 -0.299266 0.455 -0.557 -0.236 -0.44
C -6.667520 0.318606 -2.863781 -0.126 -0.079 -0.169 -0.23
H -6.794705 -0.143107 4.568127 -0.011 0.045 0.017 0.21
C -0.794318 4.954082 -0.449286 -0.150 0.103 -0.062 -0.23
C 0.132956 3.974580 -0.753718 0.055 -0.180 -0.143 -0.15
C -4.192467 -4.070156 1.214059 -0.025 -0.073 0.102 -0.15
S -1.838749 1.041351 -0.782163 -0.363 -0.296 -0.040 -0.74
C 2.119885 3.804419 -3.589826 -0.044 0.025 0.214 -0.15
H 3.632197 -2.216153 -1.849084 0.047 0.008 -0.043 0.20
C -0.215285 -1.909881 -2.823455 -0.182 0.144 0.000 0.65
H 1.153344 6.963540 1.433694 0.042 0.058 0.045 0.21
H -0.886234 -4.780298 -1.317739 0.107 -0.012 -0.059 0.23
H 2.789746 5.206522 0.908965 0.100 0.092 0.074 0.20
Ge 2.690797 2.656683 -0.916090 0.216 -0.042 -0.339 1.60
C 7.315527 2.856217 0.398219 0.057 0.024 0.015 -0.21
O -0.602067 -3.927962 2.333441 0.445 -0.126 0.218 -0.95
N -0.505890 -2.828097 -1.855000 0.167 0.079 0.195 -0.65
C -6.527891 -1.041402 2.641446 -0.165 -0.048 -0.017 -0.21
H -4.565614 1.155067 -0.361701 -0.067 0.089 0.010 0.22
H 1.041459 3.751540 3.965023 0.076 0.006 0.091 0.19
H 4.330490 -3.260200 2.264777 0.118 -0.048 -0.031 0.20
N 0.141118 -0.716020 -2.465696 0.147 -0.166 0.365 -0.61
C 1.632410 -2.355662 0.720305 0.923 -0.543 -0.326 0.56
N 0.351625 -2.082111 0.935208 -0.560 0.388 0.305 -0.95
C 3.559004 1.912596 -5.002640 0.110 -0.119 -0.097 -0.21
C 3.712992 -2.945895 1.429762 -0.288 0.082 -0.002 0.09
C -3.700379 -4.170705 -1.131567 0.048 0.009 -0.070 -0.26
H 0.389603 -0.051942 3.470669 0.024 0.140 0.057 0.26
C -6.263520 -0.991393 -3.046689 -0.168 0.017 -0.184 -0.21
H 8.355645 2.868351 0.689513 0.074 0.027 0.035 0.21
H 3.556761 -0.138744 6.918748 0.038 -0.118 0.028 0.38
H -7.454619 0.734309 -3.477600 -0.062 0.032 -0.013 0.21
H -6.745643 -1.610729 -3.791674 -0.019 -0.011 -0.061 0.20
N 3.835430 1.114485 2.917515 -0.204 -0.052 -0.239 -0.83
H -2.912939 0.246074 2.818188 0.089 0.055 0.102 0.21
H -0.183490 -2.520445 -0.932792 -0.282 -0.205 -0.374 0.45
C -0.424646 6.044279 0.320449 -0.114 0.013 -0.007 -0.21
N 2.865275 0.466617 0.829556 0.464 0.426 0.621 -0.56
H -1.987728 4.121047 2.007741 -0.023 0.064 0.062 0.21
N 2.040583 -2.167005 -0.563964 0.506 -0.298 0.206 -0.53
H 1.143990 -4.143608 4.210340 0.052 -0.174 -0.039 0.24
O -1.517974 -1.662363 2.426072 0.342 0.096 0.253 -0.99
H -0.718449 -3.824556 -5.479378 0.096 0.057 0.079 0.21
C 0.255072 0.324178 -3.470382 -0.076 0.106 -0.229 -0.23
C -4.339916 -5.395157 -1.222502 -0.010 -0.132 -0.096 -0.21
C -6.109737 -0.321066 3.749433 -0.079 -0.016 0.081 -0.24
C 2.204946 3.886046 -4.968753 -0.055 0.098 -0.164 -0.23
H -1.918439 -4.509511 -3.502772 -0.049 -0.045 -0.010 0.21
H -1.761040 2.654673 1.054594 -0.054 -0.010 0.169 0.26
H 0.843349 -3.881288 -4.641526 -0.087 -0.006 -0.026 0.17
H 1.708917 4.692164 -5.490218 -0.032 0.064 -0.046 0.21
H -4.419123 -5.901552 -2.175174 0.051 -0.057 -0.062 0.21
H 0.035674 1.283794 -2.983368 0.042 -0.173 -0.158 0.22
C 3.324007 -2.368301 -0.819167 -0.198 -0.025 0.215 0.08
C -3.933941 -0.097981 2.763865 0.103 -0.030 0.003 -0.25
H -0.172692 4.913219 3.434983 0.017 0.056 0.025 0.21
H -4.136702 -3.546324 2.155889 -0.018 0.002 0.150 0.22
C -4.906989 -5.956878 -0.090124 -0.038 -0.121 -0.027 -0.22
C -3.676316 -3.489554 0.072151 0.550 0.749 -0.092 -0.36
C 0.865065 6.124927 0.814941 0.049 0.151 0.126 -0.22
C -6.054948 1.087960 -1.890156 -0.053 0.138 0.057 -0.21
C 2.746577 2.774544 -2.899721 -0.085 -0.023 0.642 -0.44
H -5.430375 -6.901212 -0.162944 0.021 -0.043 0.027 0.21
C -0.343662 -1.307626 -5.180671 -0.059 0.291 -0.111 -0.20
N 0.106360 0.885831 1.609331 0.039 0.085 0.059 -0.84
C 5.228258 3.994344 0.063484 -0.209 0.083 -0.052 -0.21
C -0.322988 -4.246539 -2.088020 -0.123 -0.216 -0.118 -0.21
S -0.343437 -2.513668 2.338269 -0.594 -0.016 0.101 2.34
H -5.231589 -5.763840 2.015398 0.003 -0.010 0.066 0.21
N -0.243598 3.096086 2.424426 0.206 -0.089 -0.090 -0.45
H 5.282691 -2.901563 -0.057894 0.032 -0.018 -0.028 0.23
C 0.907549 -0.793224 4.052059 -0.100 0.002 0.031 -0.18
H -4.956906 -2.549347 -2.431857 -0.013 -0.077 -0.029 0.21
C -0.833809 -4.610914 -3.475578 0.157 0.137 0.072 -0.41
H 3.862485 -1.786656 7.210175 0.047 0.100 0.023 0.38
H 2.666883 -3.543444 6.087267 0.011 -0.096 0.027 0.21
C -1.640801 3.089870 2.047799 -0.084 -0.051 -0.124 -0.43
```
Positions in Å, forces in eV/Å.

Energy, hartree: -6264.4406
Spin multiplicity: 6
Kohn-Sham gap (spin up / spin down), Ha: 0.197 / 0.235